{
  "formula": "C72H172N4O16",
  "method": "the ωB97M-V functional and the def2-TZVPD basis",
  "elements": ["C", "C", "C", "O", "H", "H", "H", "H", "H", "H", "H", "H", "C", "C", "C", "O", "H", "H", "H", "H", "H", "H", "H", "H", "C", "C", "C", "O", "H", "H", "H", "H", "H", "H", "H", "H", "C", "C", "C", "O", "H", "H", "H", "H", "H", "H", "H", "H", "C", "C", "C", "O", "H", "H", "H", "H", "H", "H", "H", "H", "C", "C", "C", "O", "H", "H", "H", "H", "H", "H", "H", "H", "C", "C", "C", "O", "H", "H", "H", "H", "H", "H", "H", "H", "C", "C", "C", "O", "H", "H", "H", "H", "H", "H", "H", "H", "C", "C", "C", "O", "H", "H", "H", "H", "H", "H", "H", "H", "C", "C", "C", "O", "H", "H", "H", "H", "H", "H", "H", "H", "C", "C", "C", "O", "H", "H", "H", "H", "H", "H", "H", "H", "C", "C", "C", "O", "H", "H", "H", "H", "H", "H", "H", "H", "C", "C", "C", "C", "C", "C", "N", "O", "C", "C", "C", "H", "H", "H", "H", "H", "H", "H", "H", "H", "H", "H", "H", "H", "H", "H", "H", "H", "H", "H", "C", "C", "C", "C", "C", "C", "N", "O", "C", "C", "C", "H", "H", "H", "H", "H", "H", "H", "H", "H", "H", "H", "H", "H", "H", "H", "H", "H", "H", "H", "C", "C", "C", "C", "C", "C", "N", "O", "C", "C", "C", "H", "H", "H", "H", "H", "H", "H", "H", "H", "H", "H", "H", "H", "H", "H", "H", "H", "H", "H", "C", "C", "C", "C", "C", "C", "N", "O", "C", "C", "C", "H", "H", "H", "H", "H", "H", "H", "H", "H", "H", "H", "H", "H", "H", "H", "H", "H", "H", "H"],
  "xyz": [[0.0272, -9.7386, 5.9841], [-0.6051, -10.5696, 4.8353], [-0.8662, -11.9814, 5.3520], [-1.8626, -10.0065, 4.5816], [1.0619, -10.0536, 6.1193], [-0.3938, -9.7687, 6.9891], [0.1100, -8.6753, 5.7594], [0.0698, -10.6051, 3.9801], [-1.1288, -12.6014, 4.4947], [-1.7477, -12.0524, 5.9893], [-0.1200, -12.4385, 6.0019], [-1.8446, -9.6356, 3.6963], [-6.7908, 7.2792, -4.5311], [-6.5739, 6.3475, -3.3585], [-6.3857, 6.9783, -1.9511], [-7.7296, 5.5562, -3.2942], [-6.9654, 6.6079, -5.3719], [-5.9045, 7.7990, -4.8948], [-7.6618, 7.9124, -4.3625], [-5.7491, 5.6881, -3.6287], [-5.4618, 7.5526, -1.8825], [-6.3995, 6.2152, -1.1729], [-7.2782, 7.5713, -1.7514], [-8.2912, 6.0105, -2.6619], [9.4303, -6.5515, 10.0965], [9.0737, -5.5202, 9.0359], [7.8873, -5.9524, 8.2330], [8.7331, -4.3981, 9.7296], [10.4528, -6.5443, 10.4741], [9.2368, -7.5496, 9.7033], [8.6974, -6.5914, 10.9024], [9.8653, -5.2811, 8.3257], [7.9915, -6.8414, 7.6109], [7.5930, -5.1152, 7.6000], [7.0279, -6.0260, 8.8994], [9.5159, -4.1056, 10.2021], [7.5835, 5.7032, 8.4318], [7.8622, 5.1709, 7.0074], [6.9464, 4.0557, 6.5576], [7.7171, 6.2922, 6.1093], [6.5820, 6.0244, 8.7180], [8.3130, 6.4695, 8.6942], [7.8376, 4.8054, 8.9953], [8.8757, 4.7698, 7.0181], [7.1601, 3.1507, 7.1262], [6.9459, 3.9176, 5.4764], [5.8886, 4.2875, 6.6817], [6.8163, 6.5561, 6.3109], [-0.6373, -10.0219, -2.8321], [-0.8681, -8.4775, -2.6889], [-1.1293, -7.8777, -4.0663], [-1.9575, -8.3134, -1.7502], [0.2554, -10.1811, -3.4370], [-1.4403, -10.4196, -3.4528], [-0.6467, -10.6385, -1.9333], [-0.0061, -7.9823, -2.2418], [-0.2659, -8.0702, -4.7031], [-1.2458, -6.7955, -4.0078], [-1.9853, -8.2787, -4.6090], [-2.0996, -7.3810, -1.5709], [7.2159, -7.8168, -4.9941], [8.3960, -8.3999, -5.8424], [8.2735, -9.9013, -6.1881], [8.4199, -7.7371, -7.0794], [6.3323, -7.8967, -5.6273], [7.4895, -6.7989, -4.7164], [7.0510, -8.3077, -4.0350], [9.2892, -8.1703, -5.2615], [8.9713, -10.2117, -6.9658], [7.2826, -10.2804, -6.4380], [8.6820, -10.4615, -5.3470], [7.9346, -6.9088, -7.0834], [-0.3306, 9.0438, 5.7627], [0.9476, 9.7498, 5.4427], [0.8307, 11.2698, 5.5560], [1.9660, 9.3836, 6.3922], [-1.0873, 9.2928, 5.0187], [-0.4962, 9.4130, 6.7748], [-0.2083, 7.9627, 5.8291], [1.4036, 9.5375, 4.4757], [0.0619, 11.7694, 4.9666], [1.7694, 11.7696, 5.3172], [0.6557, 11.5733, 6.5882], [1.8522, 9.7630, 7.2667], [-1.4852, 7.0813, -10.0558], [-0.2109, 6.3985, -9.5561], [-0.2655, 6.1314, -8.0047], [-0.1436, 5.0696, -10.0564], [-2.2934, 6.5458, -9.5578], [-1.4757, 7.0995, -11.1456], [-1.5476, 8.1320, -9.7725], [0.6607, 6.9706, -9.8739], [-0.6031, 6.9041, -7.3141], [0.7695, 5.9487, -7.7159], [-0.8557, 5.2689, -7.6950], [-0.2322, 5.1187, -11.0111], [-4.2128, -0.0714, -8.5013], [-3.1543, -1.1694, -8.2886], [-3.3167, -2.2803, -9.3935], [-1.8892, -0.6293, -8.4664], [-3.9018, 0.8327, -7.9779], [-5.1890, -0.3731, -8.1218], [-4.2238, 0.3390, -9.5110], [-3.2482, -1.5796, -7.2831], [-4.2641, -2.8194, -9.3883], [-2.5256, -3.0145, -9.2412], [-3.3323, -1.8556, -10.3973], [-2.0273, 0.2556, -8.8120], [13.2527, 2.0989, -1.1496], [11.9854, 2.0475, -0.3368], [11.5395, 0.5818, -0.0420], [12.1531, 2.7723, 0.9080], [12.9920, 1.9326, -2.1948], [13.8907, 1.2622, -0.8650], [13.7575, 3.0521, -0.9926], [11.1094, 2.5601, -0.7341], [10.5215, 0.5525, 0.3463], [12.1207, 0.1637, 0.7799], [11.6419, -0.0083, -0.9527], [12.4750, 2.1225, 1.5371], [4.9589, 9.8764, -1.8616], [6.0586, 8.8496, -1.6462], [6.5130, 8.2078, -3.0126], [7.2119, 9.5394, -1.1851], [4.4442, 10.0981, -0.9268], [4.1226, 9.5711, -2.4905], [5.3315, 10.7339, -2.4220], [5.8734, 8.0527, -0.9259], [6.6266, 9.0379, -3.7099], [5.7904, 7.5343, -3.4735], [7.4719, 7.7031, -2.8954], [7.2197, 10.3169, -1.7482], [2.7950, -1.8708, 14.9363], [3.4803, -1.8457, 13.6103], [4.4277, -0.6298, 13.4721], [4.2533, -3.0767, 13.4198], [3.4114, -2.2567, 15.7482], [1.9044, -2.4988, 14.9184], [2.4174, -0.9168, 15.3043], [2.6320, -1.8667, 12.9263], [4.6724, -0.4400, 12.4270], [5.3267, -0.8032, 14.0637], [3.9225, 0.2876, 13.7743], [5.0292, -2.9243, 12.8753], [7.7880, -1.1103, -8.3078], [7.2578, -0.8910, -9.7193], [8.5373, -0.9402, -10.5963], [8.2100, -0.9674, -12.1076], [7.2535, -2.1184, -12.5022], [5.9881, -2.1117, -11.6186], [6.4034, -2.0341, -10.1951], [5.3415, -2.3531, -9.3675], [5.0945, -0.9384, -12.1182], [5.2277, -3.4149, -11.9415], [6.6236, 0.4701, -9.6317], [8.2951, -2.0741, -8.2618], [6.9510, -1.0832, -7.6101], [8.5580, -0.3696, -8.0923], [9.1568, -0.0595, -10.4269], [9.1493, -1.8166, -10.3829], [9.1146, -0.9769, -12.7156], [7.7315, -0.0659, -12.4903], [7.6972, -3.1032, -12.3555], [7.0214, -2.1703, -13.5660], [4.6724, -1.1089, -13.1086], [4.2818, -0.8375, -11.3989], [5.5286, 0.0612, -12.0964], [4.9935, -3.5715, -12.9945], [5.8406, -4.2681, -11.6506], [4.2322, -3.4162, -11.4977], [6.6231, 1.0494, -10.5550], [7.1207, 1.0905, -8.8860], [5.5562, 0.4050, -9.4205], [4.6865, -1.6512, -9.3621], [-9.3880, -6.0800, 1.6877], [-9.9865, -4.9373, 0.7940], [-8.9369, -3.7501, 0.7946], [-9.1835, -2.6720, -0.2410], [-9.2236, -3.3193, -1.6429], [-10.2121, -4.5350, -1.6862], [-9.9652, -5.5043, -0.6190], [-10.7120, -6.6399, -0.8493], [-11.6809, -4.0553, -1.7324], [-9.9928, -5.1796, -3.0255], [-11.3574, -4.4659, 1.4080], [-8.4711, -6.5512, 1.3337], [-10.1031, -6.8937, 1.8084], [-9.0906, -5.8935, 2.7196], [-8.8519, -3.3082, 1.7874], [-7.9733, -4.2208, 0.5998], [-8.4191, -1.8981, -0.1719], [-10.1394, -2.1736, -0.0800], [-8.2315, -3.6563, -1.9433], [-9.6805, -2.5509, -2.2666], [-12.0040, -3.4098, -0.9157], [-11.8077, -3.6487, -2.7358], [-12.4200, -4.8559, -1.7017], [-10.0998, -4.4474, -3.8258], [-8.9807, -5.5827, -3.0585], [-10.7255, -5.9788, -3.1381], [-11.6832, -3.4720, 1.1013], [-11.2903, -4.3338, 2.4879], [-12.2281, -5.0636, 1.1387], [-10.0970, -7.1873, -1.3430], [-11.6578, 4.7303, 4.0082], [-11.8725, 5.3048, 5.4772], [-12.7356, 4.3165, 6.2593], [-12.0354, 2.9503, 6.6485], [-10.7963, 3.3816, 7.4986], [-9.8106, 4.4076, 6.7799], [-10.5465, 5.5294, 6.1706], [-9.6926, 6.5159, 5.6270], [-8.9246, 4.9668, 8.0259], [-9.0220, 3.6283, 5.7304], [-12.6527, 6.6376, 5.4357], [-12.4959, 5.0427, 3.3852], [-11.4505, 3.6625, 3.9374], [-10.8663, 5.2619, 3.4801], [-13.1244, 4.8031, 7.1538], [-13.5713, 4.0351, 5.6185], [-11.7852, 2.4204, 5.7294], [-12.6980, 2.3464, 7.2684], [-10.1328, 2.5332, 7.6664], [-11.1323, 3.8258, 8.4356], [-8.4183, 5.8867, 7.7333], [-9.5470, 5.1872, 8.8931], [-8.2041, 4.1984, 8.3059], [-8.2008, 3.0531, 6.1579], [-9.6620, 3.0124, 5.0985], [-8.4949, 4.3247, 5.0784], [-13.5756, 6.6461, 4.8557], [-12.0618, 7.3888, 4.9116], [-12.7823, 7.0545, 6.4344], [-9.9020, 7.2754, 6.1756], [-0.7517, -1.4116, 2.5460], [0.4698, -0.4298, 2.7351], [1.8138, -1.0743, 2.3616], [2.1212, -1.0524, 0.9014], [2.0633, 0.3466, 0.3293], [0.6764, 0.9970, 0.5798], [0.2689, 0.8333, 1.9711], [-0.9061, 1.4371, 2.3366], [0.8669, 2.5575, 0.4909], [-0.3803, 0.4235, -0.4172], [0.4644, -0.2047, 4.2993], [-1.6064, -0.9830, 3.0692], [-1.0127, -1.5053, 1.4919], [-0.5812, -2.3905, 2.9941], [2.5855, -0.6405, 2.9975], [1.8545, -2.0957, 2.7401], [3.1036, -1.5103, 0.7860], [1.2923, -1.6272, 0.4884], [2.1544, 0.2428, -0.7519], [2.8818, 0.9952, 0.6415], [1.4016, 2.8366, 1.3988], [-0.0264, 3.1786, 0.4262], [1.5112, 2.8191, -0.3485], [-0.0580, 0.7987, -1.3885], [-1.3536, 0.8954, -0.2829], [-0.4061, -0.6661, -0.4073], [-0.5312, 0.1653, 4.5441], [0.8597, -0.9889, 4.9449], [1.1677, 0.5915, 4.5431], [-0.6754, 2.3387, 2.5723]],
  "forces_ev_per_angstrom": [[1.2972, 0.2772, -0.4406], [0.2710, -0.0683, 3.2153], [-0.5461, -0.6515, -0.1832], [-0.6102, 0.3222, -1.1936], [0.2019, -0.1865, 0.0025], [-0.6855, -0.5301, -0.2963], [-0.2263, 0.0607, -0.3839], [-0.1343, 0.2222, -0.1423], [0.3359, -0.3932, 0.0580], [-0.2607, 0.6980, -0.0515], [0.5961, 0.1130, -0.5791], [-0.2417, 0.1368, -0.0125], [0.5559, -0.2651, -0.5121], [0.4397, 0.4709, 0.5934], [0.0762, -0.3703, -0.9568], [-0.6663, -0.8022, 0.2910], [-0.5797, 0.0070, -0.0403], [0.0360, 0.5784, 0.5943], [0.1807, 0.2082, -0.1705], [0.1567, -0.1191, 0.3073], [-0.2145, 0.2071, 0.1044], [0.2929, -0.2272, -0.1781], [0.1513, 0.5678, -0.0162], [-0.4281, -0.2574, -0.0161], [-0.0869, -1.8376, -0.6422], [0.5485, -1.9076, 0.0301], [-1.1875, 0.7883, -0.2269], [-0.7311, 2.7626, 0.6802], [-0.0703, 0.2859, 0.0719], [0.5919, -0.3036, -0.3991], [0.0981, 0.8700, 0.2134], [0.5524, -0.3367, 0.0597], [0.2370, 0.0165, 0.2754], [0.1572, -0.0004, -0.3556], [-0.0411, -0.5157, 0.1521], [-0.0731, 0.1847, 0.1477], [1.0621, -1.5239, -0.0859], [-1.1204, 1.3723, 0.1665], [-0.7451, -0.0748, 0.0316], [0.4885, -0.6565, 0.0495], [-0.1243, -0.0630, -0.5391], [-0.0995, 0.0422, -0.1028], [-0.1973, 0.1559, 0.8775], [0.2228, 0.5427, -0.4135], [-0.0629, -0.2079, -0.3087], [0.8687, -0.3206, 0.0081], [-0.1521, 0.2655, 0.6574], [-0.1481, 0.4723, -0.3408], [-0.4226, 0.8948, -0.6568], [-0.5747, -1.2769, 0.4742], [0.2083, 0.2355, 0.0024], [0.1424, -0.3024, -0.5343], [0.2448, -0.0834, 0.3111], [-0.2499, 0.0666, -0.0019], [0.3123, 0.5197, 0.2071], [0.3174, -0.1236, -0.1177], [0.1577, 0.0535, 0.0150], [-0.0358, 0.0782, 0.0296], [-0.1727, -0.1886, 0.3946], [0.0748, 0.1284, -0.1169], [0.9158, -0.7091, -0.4343], [-1.6160, -0.2645, 0.4525], [1.0643, 0.0037, 1.0031], [0.3644, 0.3739, -0.9405], [-0.2260, 0.3187, 0.2775], [-0.3178, 0.2493, -0.3586], [0.0160, -0.3959, -0.1694], [0.4491, -0.3403, -0.2194], [-0.1319, 0.5190, -0.3995], [-0.0708, 0.3988, 0.0648], [-0.4524, -0.1920, 0.3943], [0.0024, 0.0454, 0.3221], [0.3827, -0.0776, 0.0528], [1.3193, 1.2864, 0.6348], [-0.0038, 0.6864, -0.0036], [0.5434, -0.8791, -0.5483], [-0.2978, 0.0581, 0.4035], [-1.0191, -0.1112, -0.0107], [0.0828, 0.0383, -0.1705], [-0.2248, -0.4039, -0.0439], [-0.1710, -0.3491, -0.2003], [0.1496, -0.2750, -0.2495], [-0.2896, -0.2333, 0.2562], [-0.4677, 0.2541, -0.1177], [0.6502, 0.0720, 0.4549], [-1.3849, -0.2550, 1.6291], [1.0908, 0.5340, -0.1652], [0.1539, -0.0295, -0.4359], [-0.4017, 0.0478, -0.6909], [-0.4997, -0.3995, -0.0755], [0.1629, 0.0123, 0.2943], [0.2485, 0.0102, 0.3135], [-0.0695, 0.6501, -0.6102], [0.0042, -0.3006, 0.2149], [-0.0069, -0.2133, -0.7337], [0.0468, -0.1353, -0.1945], [0.5520, 0.3008, 0.6344], [-1.8101, -0.5592, -2.0196], [-0.4095, 0.1199, 0.9593], [1.1331, 0.6077, 0.1768], [-0.0745, -0.0589, 0.7767], [-0.0576, 0.1148, -0.3685], [-0.3431, -0.7653, -0.4590], [0.0536, -0.1381, 0.0092], [-0.1871, -0.0321, 0.6202], [0.0810, 0.0751, -0.3747], [0.6683, 0.2600, 0.0732], [0.4024, 0.0822, -0.0271], [-0.4116, -0.1979, -0.2809], [-0.8964, -0.4535, 1.5775], [0.0091, 1.0410, 0.0604], [0.0670, -0.5275, -0.2236], [0.2144, 0.2252, -0.1764], [0.2549, 0.1388, 0.1523], [0.0044, -0.1146, -0.2261], [0.3494, 0.0681, -0.7803], [-0.1626, 0.0630, -0.3613], [0.5149, -0.1685, -0.2299], [-0.0949, -0.2122, 0.1919], [0.1532, 0.1353, 0.2952], [-1.1819, -0.7606, 0.0937], [0.9874, -0.6155, -1.9787], [-0.6796, 0.4220, 0.6071], [-0.0789, 0.1909, 0.5176], [0.4797, 0.6706, 0.1149], [0.1152, -0.7135, -0.2171], [0.2544, 0.3050, 0.5056], [-0.3976, 0.2565, 0.0809], [0.2289, 0.0495, -0.1535], [-0.1203, -0.1228, 0.2180], [-0.1092, 0.0252, 0.0648], [0.5015, 0.2946, 0.1445], [-0.4874, -0.6321, 1.6010], [1.1498, -0.0038, -0.2904], [-0.9956, -0.2982, -0.5202], [-0.9145, 0.4492, 0.5443], [0.3049, -0.0568, -0.1098], [0.0725, -0.2702, -0.1310], [0.2154, 0.3430, -0.4759], [0.4447, 0.3649, -0.7991], [0.3345, -0.2931, -0.0770], [-0.0501, 0.1249, 0.0118], [0.0523, -0.0459, 0.3506], [-0.1216, 0.3120, -0.1113], [-0.2268, -1.2892, -0.0079], [1.2345, -0.8355, -0.2375], [-0.8244, 0.4401, -1.6417], [-0.4215, -0.4107, -0.7006], [0.7460, -0.4115, 1.0656], [0.0751, 0.8379, -1.9661], [0.8015, 0.0467, -0.7661], [-0.1117, -0.3473, 0.8849], [-0.3380, 0.1892, 1.1557], [-0.1086, 0.0521, 0.5146], [-0.8529, 1.0438, -1.0968], [-0.2174, -0.2073, 0.2145], [0.2885, 0.0539, 0.3126], [-0.3104, 0.1960, 0.1062], [-0.0520, 0.0934, 0.3178], [-0.2143, -0.1074, 0.2766], [0.2632, -0.4021, 0.1560], [-0.1511, 0.4224, 0.5572], [0.5265, -0.0315, 0.3840], [-0.3346, 0.6477, -0.0230], [0.0667, -0.1866, 0.0866], [-0.5366, -0.0977, -0.1456], [0.4845, -0.2309, -0.2066], [0.4974, 0.5655, -0.2958], [-0.2844, -0.0919, 0.3769], [0.2065, -0.2571, 0.5253], [0.3134, -0.0905, -0.2436], [-0.1966, -0.0881, 0.0565], [-0.0516, -0.0749, 0.5255], [-0.2726, 0.5644, -0.1759], [-0.3366, -0.5859, 0.2011], [0.7539, -0.5292, 0.4287], [-0.4630, -0.7748, -0.0093], [-0.1202, -0.7112, -0.4246], [-1.1961, -0.0394, 1.5396], [-0.7353, 1.0734, 0.0123], [1.8174, 2.4631, 0.8766], [-1.0384, -0.7600, 0.5189], [-0.2672, -0.0765, -0.0778], [0.3384, -0.7062, -0.1595], [0.1343, 0.4015, -0.5493], [-0.0672, 0.2629, -0.8527], [-0.2101, -0.0354, -0.3064], [-0.4194, 1.1035, 0.1205], [-0.2914, -0.1726, 0.2044], [0.1475, -0.0075, -0.1037], [0.0894, -0.0084, -0.0919], [-0.0979, 0.0274, 0.1737], [-0.0353, 0.1929, -0.2296], [0.5114, -0.2016, -0.6904], [0.3244, 0.4653, -0.3898], [-0.2993, 0.7162, 0.2735], [0.3808, -0.5454, 0.0632], [-0.0378, -0.0805, 0.0156], [0.0673, -0.1913, -0.1835], [0.1066, -0.0030, -0.4089], [0.4698, 0.2026, -0.3950], [0.1713, -0.5791, 0.0997], [0.3013, -0.5739, 0.1896], [0.0031, -0.3258, 0.1553], [-0.1369, 1.4500, 0.2539], [1.1252, -0.3667, -1.2234], [0.3652, -1.6121, 0.2268], [0.6078, 2.4490, 0.4730], [0.2236, 0.2269, -1.6671], [-0.5262, 0.0151, 1.5615], [-1.8120, -0.5648, 1.6388], [-0.4175, -0.5606, -0.4852], [-0.5985, -0.4425, -1.8503], [0.9586, 0.6734, -0.0910], [1.1454, 0.5389, -0.4921], [-0.5200, -0.6150, 0.1143], [-0.2580, 0.1157, 0.1514], [0.5259, -0.0148, 0.4335], [-0.0001, -0.0537, 0.1093], [-0.2490, 0.3869, -0.0360], [0.1494, -0.1669, 0.1923], [-0.0571, -0.0457, -0.1853], [-0.1715, -0.1438, 0.4899], [-0.0648, -0.1853, 0.0007], [0.2014, -0.1661, -0.0147], [-0.1761, -0.0425, -0.1925], [0.1053, 0.0977, 0.0027], [-0.2864, -0.4126, 0.2066], [0.0548, -0.0912, 0.1988], [-0.1582, 0.1952, -0.1758], [-0.1951, -0.5941, 0.3526], [0.3211, 0.0265, -0.1043], [-0.3004, -0.2963, 0.1023], [0.1449, 0.1994, 0.0074], [0.4364, 0.6550, -0.3326], [-0.9760, -1.1756, 0.8939], [-0.1231, 0.2151, 1.3295], [-0.0812, 0.1994, 0.5688], [-0.7696, -0.1154, -0.3720], [-0.8141, 0.8939, 0.2069], [2.7147, -1.7924, 1.8648], [-1.4425, 0.2494, -0.3771], [0.3382, -0.6038, -0.5184], [0.9400, 1.3220, -0.1236], [0.5505, 1.6546, -1.0998], [-0.0820, 0.0409, -0.2016], [-0.0461, -0.2454, 0.0377], [0.2379, -0.0168, -0.0981], [0.2766, 0.6995, -0.3182], [-0.5279, -0.2835, -0.1481], [-0.1756, -0.2051, -0.5966], [0.4526, -0.3897, -0.6909], [0.0614, 0.2539, -0.1754], [-0.0525, -0.0585, 0.3861], [0.0643, 0.0560, -0.0121], [-0.2441, -0.3530, -0.0728], [-0.0641, 0.0082, -0.1809], [0.0139, -0.4094, -0.3635], [-0.0922, -0.3792, 0.4364], [-0.1750, 0.1877, -0.0580], [0.1132, -0.3395, 0.5121], [-0.6586, -0.6796, -0.4890], [0.0099, 0.4737, -0.1976], [0.1159, 0.1376, 0.1899]],
  "homo_energy_ha": -0.2902,
  "orbital_gap_ev": 8.29,
  "multiplicity": 1,
  "e_tot_ev": -116162.1240,
  "relative_energy_ev": 6.0871,
  "charge": 0,
  "largest_force_ev_per_a": 3.750
}